Record 1
{
  "formula": "C7H15N2O3",
  "method": "the ωB97M-V functional and the def2-TZVPD basis",
  "total_charge": 1,
  "homo_energy_ha": -0.5042,
  "homo_lumo_gap_ev": 10.8,
  "max_force_ev_per_a": 4.11,
  "species": ["C", "C", "C", "C", "C", "C", "C", "N", "N", "O", "O", "O", "H", "H", "H", "H", "H", "H", "H", "H", "H", "H", "H", "H", "H", "H", "H"],
  "xyz": [[-0.99, -0.67, 0.32], [-0.53, 1.56, -1.08], [-1.89, 1.42, -0.38], [0.51, 1.23, -0.03], [0.43, 2.09, 1.12], [1.84, -1.19, 1.81], [0.41, -2.67, -2.31], [-2.04, 0.05, 0.07], [0.22, -0.22, 0.30], [-1.13, -1.98, 0.53], [1.30, -1.02, 0.47], [0.38, -1.56, -1.80], [-0.43, 1.10, -2.01], [-0.32, 2.63, -1.33], [-1.84, 2.16, 0.46], [-2.59, 1.69, -1.14], [1.51, 1.18, -0.53], [0.44, 3.14, 0.67], [1.20, 1.97, 1.93], [-0.43, 2.10, 1.75], [2.34, -0.27, 2.04], [2.64, -1.81, 1.54], [1.25, -1.69, 2.65], [-0.51, -3.27, -2.72], [-0.30, -2.46, 0.22], [1.43, -3.05, -2.47], [-2.88, -0.48, -0.08]]
}

=====

Record 2
{
  "formula": "C7H15N2OP",
  "method": "the ωB97M-V functional and the def2-TZVPD basis",
  "smiles": "N=[P@](N)(O)[C@]12CC[C@H](CC1)C2",
  "total_charge": 0,
  "homo_energy_ha": -0.3451,
  "homo_lumo_gap_ev": 10.1,
  "max_force_ev_per_a": 4.90,
  "species": ["C", "C", "C", "C", "C", "C", "C", "N", "N", "O", "P", "H", "H", "H", "H", "H", "H", "H", "H", "H", "H", "H", "H", "H", "H", "H"],
  "xyz": [[-1.57, 1.28, -0.27], [-1.75, -1.22, 0.00], [-0.15, 1.15, -0.78], [-0.34, -1.34, -0.41], [-0.49, 0.26, 1.41], [-1.79, 0.11, 0.66], [0.32, -0.03, 0.10], [2.84, -1.33, 0.97], [2.57, -0.41, -1.48], [2.33, 1.74, 0.49], [2.13, -0.31, 0.08], [-1.72, 2.22, 0.41], [-2.27, 1.08, -1.01], [-2.42, -1.50, -0.80], [-1.97, -1.90, 0.75], [0.03, 0.94, -1.83], [0.37, 2.04, -0.49], [0.25, -2.16, 0.08], [-0.32, -1.29, -1.49], [-0.35, 1.25, 1.76], [-0.17, -0.39, 2.11], [-2.65, 0.22, 1.24], [2.56, -1.65, 1.98], [3.58, -0.62, -1.62], [2.37, 0.45, -1.96], [3.15, 1.62, 0.99]]
}

=====

Record 3
{
  "formula": "C7H15N2OsSe",
  "method": "the ωB97M-V functional and the def2-TZVPD basis",
  "spin_multiplicity": 5,
  "total_charge": 1,
  "homo_energy_ha": [-0.3550, -0.4363],
  "homo_lumo_gap_ev": [6.3, 7.0],
  "max_force_ev_per_a": 5.08,
  "species": ["C", "Os", "N", "N", "H", "H", "H", "H", "H", "H", "H", "H", "H", "H", "Se", "C", "C", "C", "C", "C", "C", "H", "H", "H", "H", "H"],
  "xyz": [[-0.68, 0.15, -2.40], [0.02, 0.55, -0.60], [0.21, -0.45, 1.42], [-1.83, 1.03, 0.35], [0.93, 0.06, 1.95], [-0.71, -0.67, -1.48], [-0.05, -0.22, -3.21], [-0.23, 1.21, -2.24], [-1.72, 0.33, -2.71], [-1.60, 1.70, 1.10], [-2.37, 0.27, 0.81], [-2.52, 1.53, -0.20], [-0.59, -0.48, 2.05], [0.58, -1.40, 1.43], [2.09, 1.34, -0.98], [3.24, 0.07, 0.04], [4.23, 0.65, 0.83], [5.10, -0.17, 1.54], [4.98, -1.55, 1.50], [3.99, -2.14, 0.68], [3.11, -1.33, -0.06], [4.32, 1.73, 0.86], [5.87, 0.32, 2.12], [5.66, -2.18, 2.06], [3.93, -3.22, 0.62], [2.37, -1.78, -0.72]]
}

=====

Record 4
{
  "formula": "C7H15N2SeSn",
  "method": "the ωB97M-V functional and the def2-TZVPD basis",
  "total_charge": 1,
  "homo_energy_ha": [-0.4257, -0.4257],
  "homo_lumo_gap_ev": [5.9, 5.9],
  "max_force_ev_per_a": 4.64,
  "species": ["C", "Sn", "N", "N", "H", "H", "H", "H", "H", "H", "H", "H", "H", "H", "Se", "C", "C", "C", "C", "C", "C", "H", "H", "H", "H", "H"],
  "xyz": [[-2.38, 0.09, -1.44], [-0.70, 0.85, -0.30], [1.79, -0.12, 1.24], [0.58, -0.63, -1.58], [1.74, -1.07, 1.57], [-0.49, 2.35, -0.98], [-2.97, 0.89, -1.07], [-2.72, -0.92, -1.23], [-1.96, 0.29, -2.41], [0.61, -1.57, -1.17], [1.53, -0.27, -1.70], [0.10, -0.66, -2.47], [2.70, 0.04, 0.84], [1.70, 0.48, 2.06], [-1.28, -1.65, 0.74], [-1.27, -1.01, 2.54], [-1.85, 0.17, 3.06], [-1.48, 0.57, 4.34], [-0.61, -0.20, 5.12], [-0.05, -1.38, 4.59], [-0.39, -1.80, 3.30], [-2.49, 0.74, 2.39], [-1.90, 1.50, 4.72], [-0.37, 0.14, 6.13], [0.65, -1.95, 5.18], [0.09, -2.67, 2.89]]
}

=====

Record 5
{
  "formula": "C7H15N3O2",
  "method": "the ωB97M-V functional and the def2-TZVPD basis",
  "smiles": "C=NNC(N)=O.C=C(C)COC",
  "total_charge": 0,
  "homo_energy_ha": -0.3194,
  "homo_lumo_gap_ev": 9.4,
  "max_force_ev_per_a": 1.44,
  "species": ["C", "C", "C", "C", "C", "C", "C", "H", "H", "H", "H", "H", "H", "H", "H", "H", "H", "H", "H", "H", "H", "H", "N", "N", "N", "O", "O"],
  "xyz": [[1.16, -2.01, -0.06], [1.05, -0.14, 1.35], [0.23, 0.69, 2.32], [0.84, 1.99, 2.76], [-1.02, 0.41, 2.69], [-0.95, 0.60, -1.31], [-1.22, -0.99, -3.73], [2.17, -2.28, 0.30], [0.59, -2.91, -0.30], [1.27, -1.37, -0.94], [2.02, -0.31, 1.81], [1.23, 0.47, 0.44], [1.76, 1.81, 3.34], [0.15, 2.56, 3.38], [1.08, 2.62, 1.90], [-1.59, -0.42, 2.33], [-1.42, 0.98, 3.55], [0.45, 0.22, -2.79], [0.70, 1.65, -1.92], [-2.34, -0.81, -0.90], [-1.79, -0.12, -4.07], [-0.61, -1.53, -4.46], [0.04, 0.92, -2.20], [-1.77, -0.45, -1.66], [-1.25, -1.39, -2.52], [0.43, -1.37, 0.98], [-1.21, 1.17, -0.28]]
}

=====

Record 6
{
  "formula": "C7H15N3O4",
  "method": "the ωB97M-V functional and the def2-TZVPD basis",
  "total_charge": 0,
  "homo_energy_ha": -0.2644,
  "homo_lumo_gap_ev": 6.5,
  "max_force_ev_per_a": 1.84,
  "species": ["C", "C", "O", "C", "C", "N", "C", "N", "N", "C", "H", "H", "H", "H", "H", "H", "H", "H", "H", "H", "H", "H", "H", "H", "C", "O", "O", "O", "H"],
  "xyz": [[2.73, 1.16, 0.75], [1.84, -0.06, 0.90], [0.46, 0.30, 0.74], [-0.32, -0.84, 0.51], [-1.28, -1.08, 1.65], [-2.39, -0.08, 1.68], [-2.73, 0.57, 0.53], [-3.90, 1.21, 0.49], [-1.90, 0.63, -0.52], [-1.12, -0.64, -0.75], [2.12, 2.05, 0.64], [3.35, 1.29, 1.63], [3.36, 1.06, -0.13], [1.99, -0.51, 1.88], [2.03, -0.79, 0.13], [0.32, -1.71, 0.36], [-0.75, -0.98, 2.60], [-1.70, -2.08, 1.62], [-2.32, 0.55, 2.46], [-4.26, 1.61, -0.35], [-4.45, 1.29, 1.33], [-2.34, 0.97, -1.36], [-0.50, -0.58, -1.64], [-1.85, -1.44, -0.85], [2.67, -0.55, -2.46], [3.66, 0.10, -2.08], [2.32, -0.37, -3.82], [1.93, -1.32, -1.82], [3.02, 0.25, -4.09]]
}

=====

Record 7
{
  "formula": "C7H15N4O",
  "method": "the ωB97M-V functional and the def2-TZVPD basis",
  "smiles": "C[C@@H]1/[NH+]=N/CNC[C@@H](C)/C=[N+]\\1[O-]",
  "total_charge": 1,
  "homo_energy_ha": [-0.4657, -0.4660],
  "homo_lumo_gap_ev": [7.3, 7.3],
  "max_force_ev_per_a": 3.84,
  "species": ["C", "C", "C", "C", "C", "C", "C", "N", "N", "N", "N", "O", "H", "H", "H", "H", "H", "H", "H", "H", "H", "H", "H", "H", "H", "H", "H"],
  "xyz": [[0.54, 1.48, -1.53], [-1.88, 1.43, -0.88], [1.09, 0.48, -0.39], [0.36, 0.69, 0.97], [-0.99, -1.44, 1.13], [2.60, 0.57, -0.11], [-0.29, -2.79, 0.98], [-0.87, 1.05, -1.78], [-1.53, -0.75, -0.05], [-1.85, 0.42, 0.30], [-0.10, -0.34, 1.72], [-0.06, -0.45, 2.93], [0.51, 2.48, -1.27], [1.18, 1.35, -2.39], [-1.89, 2.37, -0.26], [-2.88, 1.49, -1.23], [0.76, -0.49, -0.66], [0.70, 1.50, 1.63], [-1.84, -1.48, 1.92], [3.11, 1.43, -0.36], [3.14, -0.17, -0.67], [2.93, 0.42, 0.91], [-1.02, -3.57, 1.16], [0.51, -2.72, 1.77], [0.16, -2.89, -0.08], [-1.08, 1.02, -2.79], [-1.30, -1.10, -0.95]]
}

=====

Record 8
{
  "formula": "C7H15NO",
  "method": "the ωB97M-V functional and the def2-TZVPD basis",
  "smiles": "CC(C)=[N+]([O-])C(C)(C)C",
  "total_charge": 0,
  "homo_energy_ha": -0.2988,
  "homo_lumo_gap_ev": 9.0,
  "max_force_ev_per_a": 5.34,
  "species": ["C", "C", "C", "C", "C", "C", "C", "N", "O", "H", "H", "H", "H", "H", "H", "H", "H", "H", "H", "H", "H", "H", "H", "H"],
  "xyz": [[1.51, -0.05, -0.10], [2.78, 0.73, -0.06], [1.50, -1.48, -0.60], [-1.91, 1.57, -0.10], [-1.41, -0.77, -1.00], [-1.40, -0.47, 1.45], [-1.10, 0.22, 0.07], [0.52, 0.68, 0.24], [0.54, 1.87, 0.62], [3.60, 0.09, 0.27], [2.67, 1.58, 0.60], [3.10, 1.04, -1.02], [2.31, -2.01, -0.03], [0.61, -2.03, -0.36], [1.81, -1.38, -1.69], [-2.07, 1.72, -1.10], [-2.85, 1.55, 0.37], [-1.31, 2.24, 0.42], [-1.46, -1.75, -0.45], [-0.74, -0.63, -1.71], [-2.42, -0.78, -1.29], [-0.51, -0.94, 1.89], [-1.57, 0.24, 2.20], [-2.18, -1.23, 1.37]]
}

=====

Record 9
{
  "formula": "C7H15NO2",
  "method": "the ωB97M-V functional and the def2-TZVPD basis",
  "smiles": "C[C@@H]1C[C@H]1C.CC(=O)ON",
  "total_charge": 0,
  "homo_energy_ha": -0.3643,
  "homo_lumo_gap_ev": 10.9,
  "max_force_ev_per_a": 1.50,
  "species": ["C", "C", "C", "C", "C", "H", "H", "H", "H", "H", "H", "H", "H", "H", "H", "C", "C", "N", "O", "O", "H", "H", "H", "H", "H"],
  "xyz": [[1.13, 0.69, -0.12], [2.09, -0.46, 0.05], [1.33, 0.07, 1.24], [1.73, -1.81, -0.50], [1.64, 2.08, -0.41], [0.20, 0.45, -0.63], [3.14, -0.22, 0.00], [1.87, 0.65, 1.98], [0.56, -0.55, 1.64], [2.26, -2.60, 0.04], [1.99, -1.89, -1.55], [0.66, -1.99, -0.40], [2.56, 2.27, 0.13], [0.91, 2.83, -0.11], [1.83, 2.20, -1.48], [-3.04, -0.80, -1.30], [-2.34, -0.69, 0.02], [-1.83, 1.23, 1.50], [-2.39, 0.68, 0.31], [-1.83, -1.54, 0.69], [-2.08, 0.61, 2.27], [-0.82, 1.22, 1.40], [-2.35, -1.19, -2.05], [-3.36, 0.24, -1.52], [-3.88, -1.47, -1.21]]
}

=====

Record 10
{
  "formula": "C7H15NO2",
  "method": "the ωB97M-V functional and the def2-TZVPD basis",
  "total_charge": 0,
  "homo_energy_ha": [-0.2348, -0.2156],
  "homo_lumo_gap_ev": [6.9, 6.3],
  "max_force_ev_per_a": 2.41,
  "species": ["C", "C", "C", "C", "C", "C", "C", "N", "O", "O", "H", "H", "H", "H", "H", "H", "H", "H", "H", "H", "H", "H", "H", "H", "H"],
  "xyz": [[0.33, 1.11, -0.08], [-0.57, 0.08, 0.04], [1.25, -0.85, 1.04], [-0.95, -0.84, -1.07], [0.52, -1.62, 2.11], [1.97, -1.67, 0.01], [-1.68, 2.32, -0.43], [-2.34, 2.59, -1.59], [1.15, 1.20, -1.14], [-1.91, 2.90, 0.61], [1.82, 1.88, -0.98], [0.49, 1.78, 0.76], [-1.20, 0.13, 0.92], [1.87, -0.06, 1.46], [-3.04, 3.33, -1.62], [-2.05, 2.14, -2.44], [-0.97, -1.87, -0.72], [-1.95, -0.58, -1.42], [-0.26, -0.78, -1.91], [-0.01, -0.95, 2.80], [1.22, -2.21, 2.72], [-0.20, -2.31, 1.69], [1.32, -2.44, -0.41], [2.36, -1.06, -0.80], [2.83, -2.20, 0.46]]
}

=====

Repeat the first record exactly.
{
  "formula": "C7H15N2O3",
  "method": "the ωB97M-V functional and the def2-TZVPD basis",
  "total_charge": 1,
  "homo_energy_ha": -0.5042,
  "homo_lumo_gap_ev": 10.8,
  "max_force_ev_per_a": 4.11,
  "species": ["C", "C", "C", "C", "C", "C", "C", "N", "N", "O", "O", "O", "H", "H", "H", "H", "H", "H", "H", "H", "H", "H", "H", "H", "H", "H", "H"],
  "xyz": [[-0.99, -0.67, 0.32], [-0.53, 1.56, -1.08], [-1.89, 1.42, -0.38], [0.51, 1.23, -0.03], [0.43, 2.09, 1.12], [1.84, -1.19, 1.81], [0.41, -2.67, -2.31], [-2.04, 0.05, 0.07], [0.22, -0.22, 0.30], [-1.13, -1.98, 0.53], [1.30, -1.02, 0.47], [0.38, -1.56, -1.80], [-0.43, 1.10, -2.01], [-0.32, 2.63, -1.33], [-1.84, 2.16, 0.46], [-2.59, 1.69, -1.14], [1.51, 1.18, -0.53], [0.44, 3.14, 0.67], [1.20, 1.97, 1.93], [-0.43, 2.10, 1.75], [2.34, -0.27, 2.04], [2.64, -1.81, 1.54], [1.25, -1.69, 2.65], [-0.51, -3.27, -2.72], [-0.30, -2.46, 0.22], [1.43, -3.05, -2.47], [-2.88, -0.48, -0.08]]
}